--- one ---
Here is a 4-piece molecular cluster, CH10O3S2 overall from the Open Molecules 2025 dataset. Energies are from ωB97M-V/def2-TZVPD.

```
! RIJCOSX wB97M-V def2-TZVPD def2/J DEFGRID3
* xyz 0 1
C -2.06964 -0.22966 0.63765
S -1.81487 1.17557 1.78853
S -1.39160 2.68969 0.37269
H -3.15957 -0.26430 0.56532
H -1.59080 -1.16350 0.92133
H -1.75756 0.06979 -0.35430
H -1.43838 2.05104 -0.80745
O 0.22457 0.08732 -2.37233
H 0.83750 0.53682 -2.96978
H 0.69857 -0.29426 -1.60684
O 2.58112 -0.92875 -0.71109
H 3.36397 -0.40035 -0.75239
H 2.68108 -1.23945 0.19943
O 1.29519 -0.72856 1.63604
H 0.60786 -1.01398 1.02701
H 0.93256 -0.34742 2.42617
*
```

Calculated values
HOMO-LUMO gap = 8.54 eV
LUMO = 0.31 eV
HOMO energy = -8.23 eV

Listed below, in e, are the Mulliken charges computed for each atom: -0.64, -0.04, -0.16, 0.32, 0.26, 0.07, 0.16, -0.63, 0.29, 0.36, -0.62, 0.30, 0.31, -0.64, 0.34, 0.31

=====

--- two ---
Here is a 5-piece molecular cluster, CH10O3S2 overall from the Open Molecules 2025 dataset. Energies are from ωB97M-V/def2-TZVPD.

```
! RIJCOSX wB97M-V def2-TZVPD def2/J DEFGRID3
* xyz 0 1
C -0.39324 -1.08783 0.30064
S -1.61312 -1.00469 -0.97967
S -2.08751 0.83637 -1.14716
H 0.62307 -1.08317 -0.10786
H -0.61245 -1.85706 1.02560
H -0.52368 -0.13330 0.79920
H 0.57250 2.55491 -2.20296
H -3.74608 -0.00141 2.09506
H -2.72061 0.36499 1.03832
O -2.79861 0.07788 1.95312
H 2.94645 0.57304 1.64085
H 2.49160 -0.19524 0.14720
O 2.32094 0.02059 1.16094
H 0.14798 2.21370 -2.71124
H 3.08492 -0.64718 -1.80141
O 2.30784 -0.63161 -1.21063
*
```

Calculated values
HOMO-LUMO gap = 3.54 eV
LUMO = -4.58 eV
HOMO energy = -8.11 eV

Listed below, in e, are the Mulliken charges computed for each atom: -0.42, 0.33, -0.02, 0.13, 0.36, 0.36, 0.11, 0.31, 0.22, -0.53, 0.25, 0.44, -0.73, -0.11, 0.20, -0.89

=====

Sorted by energy, starting with the most stable: one, two.

=====

--- one ---
Here is C6H13N2O2 as an isolated structure from the Open Molecules 2025 dataset. Energies are from ωB97M-V/def2-TZVPD.

```
! RIJCOSX wB97M-V def2-TZVPD def2/J DEFGRID3
* xyz 1 1
C 0.05385 1.07262 0.43321
C -1.66141 0.44461 -0.12674
C 1.63217 0.58662 -1.14743
C 0.60575 -1.40610 -0.00869
C 2.21479 0.13108 1.33625
C 1.07324 0.06293 0.16079
N -2.22325 1.08948 -1.17438
N -2.29377 -0.43385 0.57409
O 0.04328 2.16150 0.80160
O -3.54148 -0.92202 0.12074
H 2.54023 0.01168 -1.57679
H 1.99918 1.53332 -1.05885
H 0.99136 0.65513 -2.01552
H 1.35808 -2.02730 -0.33613
H -0.16918 -1.38351 -0.67537
H 0.27522 -1.88800 0.92075
H 2.25646 0.91988 2.03601
H 2.13867 -0.80334 1.97907
H 3.15732 0.03385 0.86025
H -1.87317 1.91812 -1.45701
H -3.25038 0.91265 -1.35338
H -1.92379 -0.76007 1.44360
H -3.40314 -1.90930 0.26392
*
```

Calculated values
HOMO-LUMO gap = 10.99 eV
LUMO = -3.50 eV
HOMO energy = -14.49 eV

Listed below, in e, are the Mulliken charges computed for each atom: -0.09, 0.29, -1.83, -2.09, -1.41, 2.09, -0.35, 0.01, -0.35, -0.41, 0.38, 0.58, 0.40, 0.49, 0.62, 0.37, 0.40, 0.35, 0.37, 0.24, 0.28, 0.30, 0.38

=====

--- two ---
Here is an isolated ion of composition C6H13N2O2 and charge +1 from the Open Molecules 2025 dataset. Energies are from ωB97M-V/def2-TZVPD.

```
! RIJCOSX wB97M-V def2-TZVPD def2/J DEFGRID3
* xyz 1 1
C 1.60077 4.00914 -0.99874
C 1.69802 2.58211 -0.67065
N 0.91765 1.72524 -1.15534
C 0.60098 0.46590 -0.94957
O 0.68435 -0.46892 -1.72524
O -0.00380 0.31967 0.28606
C -0.89578 -0.73854 0.44814
C -1.39115 -0.74382 1.88135
N -0.19250 -2.02745 0.08801
C -1.05518 -3.21021 -0.05875
H 0.79079 4.20839 -1.69296
H 2.54873 4.35397 -1.41435
H 1.45011 4.57158 -0.07647
H 2.51704 2.28586 -0.01073
H -1.73055 -0.64830 -0.26515
H -0.55682 -0.85846 2.56913
H -2.11388 -1.53750 2.03830
H -1.87355 0.20610 2.09314
H 0.26378 -1.73446 -0.85095
H 0.54969 -2.22189 0.76938
H -1.87311 -2.98939 -0.74411
H -0.47106 -4.03308 -0.46556
H -1.46453 -3.51595 0.90507
*
```

Calculated values
HOMO-LUMO gap = 11.36 eV
LUMO = -2.71 eV
HOMO energy = -14.07 eV

Listed below, in e, are the Mulliken charges computed for each atom: -1.08, 0.20, -0.27, 0.64, -0.64, -0.31, 0.07, -1.38, -0.17, -0.86, 0.29, 0.32, 0.31, 0.40, 0.41, 0.37, 0.44, 0.38, 0.45, 0.37, 0.34, 0.38, 0.34

=====

Sorted by energy, starting with the most stable: two, one.

=====

--- one ---
Here is a 2-piece molecular cluster, C6H13N2O2 overall from the Open Molecules 2025 dataset. Energies are from ωB97M-V/def2-TZVPD.

```
! RIJCOSX wB97M-V def2-TZVPD def2/J DEFGRID3
* xyz 1 1
C -0.75304 1.77889 1.18078
C -0.57205 3.79262 0.79656
C 0.11732 -2.10217 -1.47797
C -0.18746 -1.43453 -0.14025
C 0.73372 -0.33200 0.40195
C 0.07474 0.35870 1.50650
N 0.94045 0.68327 -0.73350
N -0.03907 0.12545 2.72532
O -1.45649 1.36411 -0.09341
O 0.02312 4.13982 -0.14240
H -1.36104 2.11216 2.00051
H -1.13014 4.25163 1.63066
H 1.24955 -2.15748 -1.51286
H -0.39223 -1.63318 -2.39114
H -0.29417 -3.06002 -1.46239
H -0.05068 -2.25011 0.71005
H -1.27254 -1.12676 -0.23527
H 1.65466 -0.73465 0.85105
H 1.04749 -0.04314 -1.53170
H 1.69902 1.21912 -0.44337
H 0.29687 -0.64133 3.18333
H -2.38456 1.81928 -0.17452
H -0.08017 1.02656 -0.85897
*
```

Calculated values
HOMO-LUMO gap = 8.97 eV
LUMO = -3.32 eV
HOMO energy = -12.28 eV

Listed below, in e, are the Mulliken charges computed for each atom: -0.58, 0.16, -1.47, -0.21, -0.24, 0.37, -0.18, -0.59, -0.64, -0.32, 0.41, 0.34, 0.40, 0.36, 0.40, 0.35, 0.24, 0.43, 0.40, 0.31, 0.24, 0.35, 0.45

=====

--- two ---
Here is an isolated ion of composition C6H13N2O2 and charge +1 from the Open Molecules 2025 dataset. Energies are from ωB97M-V/def2-TZVPD.

```
! RIJCOSX wB97M-V def2-TZVPD def2/J DEFGRID3
* xyz 1 1
C -3.68277 0.67009 0.52957
C -2.40574 0.22485 -0.05727
O -1.47129 0.84479 -0.51234
C -2.23610 -1.38258 0.15020
O -1.04584 -1.67750 -0.58743
N -0.02848 -0.96302 -0.11067
C 0.76774 -0.51628 -0.98584
N 1.95403 0.13007 -0.43470
C 2.83695 -0.85316 0.12559
C 1.59912 1.04075 0.70651
H -3.56524 0.56021 1.61546
H -3.89468 1.62646 0.30128
H -4.45000 0.10569 0.15595
H -3.14030 -1.74705 -0.23256
H -2.07888 -1.73495 1.12547
H 0.99908 -0.65988 -2.07963
H 2.34458 0.83100 -1.19580
H 3.91846 -0.56154 0.10372
H 2.63387 -0.97969 1.18357
H 2.80332 -1.77143 -0.50292
H 0.92717 0.54845 1.33046
H 2.43540 1.53671 1.21595
H 1.18273 2.01065 0.25682
*
```

Calculated values
HOMO-LUMO gap = 9.59 eV
LUMO = -3.17 eV
HOMO energy = -12.76 eV

Listed below, in e, are the Mulliken charges computed for each atom: -1.49, 0.91, -0.49, -0.58, -0.24, -0.28, -0.08, -0.03, -0.79, -1.06, 0.34, 0.43, 0.44, 0.44, 0.36, 0.42, 0.47, 0.37, 0.31, 0.36, 0.47, 0.40, 0.32

=====

Sorted by energy, starting with the most stable: two, one.